(1)
Density functional theory data (ωB97M-V/def2-TZVPD) for one molecule with the formula C5H2O in a non-equilibrium geometry.

## Properties
* frontier orbital gap: 8.5 eV
* LUMO: -0.98 eV
* charge: 0
* ΔE to the lowest compared entry with this formula, charge and spin: 9.5 kcal/mol
* energy: -266.80368 Ha
* HOMO energy: -9.50 eV

Last column: Mulliken charge in e.
CARTESIAN COORDINATES (ANGSTROEM)
C 2.4285 -0.2702 0.1091  0.040
C 1.2834 -0.0148 -0.1775  -0.253
C -0.1142 0.3014 -0.1382  -0.254
C -1.1226 -0.2016 -0.8946  -0.714
C -2.2996 -0.0915 -0.2792  0.851
O -3.2817 -0.1800 0.3298  -0.321
H 3.4413 -0.5099 0.3621  0.373
H -0.3351 0.9666 0.6886  0.278

Forces on the atoms, in the same order (eV/Å):
-0.348 0.074 -0.220
0.293 -0.095 0.205
0.153 -0.214 -0.185
0.117 0.087 0.457
-0.543 -0.237 0.733
0.496 0.119 -0.963
-0.250 0.060 -0.174
0.081 0.206 0.147

=====

(2)
Density functional theory data (ωB97M-V/def2-TZVPD) for one molecule with the formula C5H2O3 in a non-equilibrium geometry.

## Properties
* frontier orbital gap: 8.7 eV
* LUMO: -1.38 eV
* charge: 0
* ΔE to the lowest compared entry with this formula, charge and spin: 59.8 kcal/mol
* energy: -417.28690 Ha
* HOMO energy: -10.08 eV

Last column: Mulliken charge in e.
CARTESIAN COORDINATES (ANGSTROEM)
C -1.4184 2.3033 -1.2267  -0.272
C -0.7143 1.3555 -0.7600  -0.227
C -0.0064 0.6531 0.3216  0.701
O 0.2741 1.1558 1.3489  -0.409
C 0.5483 -0.6914 -0.0587  0.407
O 0.6672 -0.8682 -1.2850  -0.475
C 0.9027 -1.9160 1.0414  0.083
O 0.1802 -2.1641 1.9719  -0.382
H -2.2356 2.7419 -1.8894  0.330
H 1.8023 -2.5699 0.5359  0.245

Forces on the atoms, in the same order (eV/Å):
0.906 -3.860 0.170
-2.959 4.396 -1.061
-0.058 -0.284 -1.617
0.297 0.914 1.997
0.110 -1.941 -2.606
0.197 -0.314 3.613
-0.063 0.061 -1.939
1.581 0.396 -1.484
1.827 -0.490 1.346
-1.836 1.122 1.581

=====

(3)
Density functional theory data (ωB97M-V/def2-TZVPD) for C5H2OS as an isolated structure in a non-equilibrium geometry.

## Properties
* frontier orbital gap: 8.6 eV
* LUMO: -0.53 eV
* charge: 0
* ΔE to the lowest compared entry with this formula, charge and spin: 164.2 kcal/mol
* energy: -664.79103 Ha
* HOMO energy: -9.17 eV

Last column: Mulliken charge in e.
CARTESIAN COORDINATES (ANGSTROEM)
C 0.3530 0.8719 0.0590  0.144
C -0.5620 -0.5022 -0.8878  -0.368
C 0.5661 2.0023 -0.5773  -0.695
C -0.3369 0.6397 -1.4014  0.543
C 0.1936 -0.5153 0.4258  0.303
O -0.0922 1.8836 -1.8218  -0.212
S -0.6781 -0.9372 1.9510  -0.227
H 0.9975 -1.0624 0.3908  0.350
H -0.4410 -2.3804 1.8617  0.161

Forces on the atoms, in the same order (eV/Å):
-0.151 -0.831 0.783
-0.333 -0.204 -0.463
1.116 1.148 1.286
-0.256 2.052 -1.831
-3.526 1.936 1.744
-1.131 -1.525 -1.172
0.148 -2.073 -0.024
4.479 -2.921 -0.370
-0.347 2.419 0.048

=====

(4)
Density functional theory data (ωB97M-V/def2-TZVPD) for one molecule with the formula C5H2S in a non-equilibrium geometry.

## Properties
* frontier orbital gap: 7.8 eV
* LUMO: -1.33 eV
* charge: 0
* ΔE to the lowest compared entry with this formula, charge and spin: 4.2 kcal/mol
* energy: -589.75097 Ha
* HOMO energy: -9.12 eV

Last column: Mulliken charge in e.
CARTESIAN COORDINATES (ANGSTROEM)
C 0.5123 3.6646 -0.6398  -0.475
C 0.5708 2.4998 -0.3247  -0.469
C 0.4384 1.1418 -0.0759  0.326
C 0.1935 -0.0377 0.1296  0.573
C 0.2340 -1.3503 0.6260  -0.481
S -0.8249 -2.4165 0.0709  -0.200
H 0.4443 4.7324 -0.7204  0.423
H 1.0595 -1.5777 1.2953  0.302

Forces on the atoms, in the same order (eV/Å):
0.094 -0.149 0.653
-0.494 -0.115 -0.501
-0.372 -0.575 0.033
1.265 2.140 0.441
-0.172 -0.002 -0.737
-0.336 -0.847 0.158
0.127 -0.361 -0.208
-0.112 -0.092 0.161

=====

(5)
Density functional theory data (ωB97M-V/def2-TZVPD) for a 11-piece molecular cluster, C5H30N2O10 overall in a non-equilibrium geometry.

## Properties
* frontier orbital gap: 9.6 eV
* LUMO: 0.39 eV
* charge: 0
* ΔE to the lowest compared entry with this formula, charge and spin: 59.4 kcal/mol
* energy: -1070.38646 Ha
* HOMO energy: -9.17 eV

Last column: Mulliken charge in e.
CARTESIAN COORDINATES (ANGSTROEM)
C 2.4647 -1.5557 0.6744  -0.593
N 1.8130 -0.7215 -0.0068  0.045
C 0.9773 0.2355 0.6738  -0.934
C -0.2851 0.2610 0.2535  1.766
C -1.1791 1.3538 0.8193  -0.653
C -2.6815 1.1946 0.6552  -1.226
N -3.0690 -0.1399 1.0852  -0.515
H 2.5171 -1.5558 1.7701  0.256
H 2.9268 -2.4387 0.2415  0.269
H 1.3867 0.8190 1.4807  0.371
H -0.6492 -0.4782 -0.4376  -0.382
H -0.8531 2.3600 0.5590  0.507
H -1.0108 1.2964 1.9055  0.147
H -2.9850 1.3174 -0.3818  0.443
H -3.1552 2.0218 1.2010  0.413
H -2.6611 -0.3885 1.9784  0.160
H -4.0570 -0.2679 1.2172  0.207
O 1.0263 -1.2621 -2.8443  -0.826
H 1.2833 -1.5476 -1.9554  0.414
H 0.1809 -1.7244 -3.0023  0.389
O 1.4503 0.0875 3.8747  -0.654
H 0.6834 0.4532 3.4277  0.346
H 2.1537 0.7250 3.7161  0.307
O -0.7951 -2.2351 2.6260  -0.699
H -0.2262 -2.1503 1.8428  0.408
H -0.4153 -2.0525 3.4838  0.307
O 1.1114 3.3289 -0.8414  -0.704
H 0.3911 2.7024 -0.7604  0.160
H 1.8177 2.9080 -1.3585  0.448
O -0.5707 0.9118 -2.5797  -0.705
H 0.0567 0.1492 -2.6448  0.411
H -0.1287 1.7555 -2.6526  0.271
O 2.6579 1.4380 -2.1161  -0.683
H 3.5168 1.0747 -2.3227  0.253
H 2.2693 0.6900 -1.6374  0.353
O 2.6328 2.8405 1.7862  -0.671
H 3.4253 2.4180 1.4574  0.313
H 2.2242 3.1899 0.9786  0.353
O 0.1068 -3.0633 0.2079  -0.633
H -0.6206 -2.7875 -0.3710  0.293
H -0.2657 -3.7807 0.7356  0.296
O -1.4337 -2.2694 -2.2375  -0.707
H -2.0254 -1.4488 -2.3575  0.430
H -1.6887 -3.0532 -2.7241  0.220
O -3.0381 -0.3189 -2.0602  -0.794
H -2.2449 0.2384 -2.2471  0.416
H -3.0342 -0.5305 -1.1124  0.407

Forces on the atoms, in the same order (eV/Å):
0.084 -0.438 0.837
0.124 0.027 0.210
-0.058 -1.334 -1.261
0.124 1.386 0.874
-0.138 -0.808 0.949
0.002 0.412 -0.073
0.084 -0.356 -0.012
-0.220 0.283 -0.005
0.263 0.341 -0.527
0.125 0.340 -0.167
-0.004 0.139 -0.296
-0.112 -0.010 -0.247
-0.033 0.266 0.003
0.050 0.126 -0.083
-0.058 -0.158 0.111
0.359 -0.101 -0.065
-0.422 0.242 -0.216
-0.100 -0.041 -0.274
0.016 0.150 0.137
0.220 -0.143 0.233
0.104 -0.210 0.123
-0.095 0.070 -0.033
-0.030 0.143 0.024
-1.216 -0.209 -0.113
0.366 0.210 0.643
0.782 0.171 -0.289
0.259 0.687 0.202
0.109 -0.362 -0.086
-0.229 -0.281 -0.012
-0.790 -0.443 0.085
0.365 0.695 -0.124
0.417 -0.012 -0.249
-0.088 -0.273 0.250
0.498 0.175 -0.355
-0.365 -0.057 0.083
-0.139 0.055 0.031
0.359 -0.115 -0.029
-0.287 0.037 -0.026
-0.195 -0.304 0.074
0.008 0.023 -0.295
0.007 -0.032 -0.077
0.706 0.364 0.339
-0.276 -1.599 -0.164
-0.545 0.227 -0.215
0.360 0.195 -0.369
-0.416 0.346 0.301
0.024 0.178 0.152

=====

(6)
Density functional theory data (ωB97M-V/def2-TZVPD) for a 9-piece molecular cluster, C5H30N2O8 overall in a non-equilibrium geometry.

## Properties
* frontier orbital gap (alpha / beta): 2.1 / 8.2 eV
* LUMO (alpha / beta): 2.25 / 2.22 eV
* charge: -1
* ΔE to the lowest compared entry with this formula, charge and spin: 0.0 kcal/mol
* energy: -919.86786 Ha
* multiplicity: 2
* HOMO energy (alpha / beta): 0.15 / -6.03 eV
* <S²>: 0.750

Last column: Mulliken charge in e.
CARTESIAN COORDINATES (ANGSTROEM)
C 2.3189 -1.0971 0.3669  -1.751
N 1.0261 -0.9776 1.0173  -0.082
C -0.1102 -1.4928 0.2198  2.057
C -1.4299 -0.8170 0.6846  -1.335
C -1.8963 0.4256 -0.0542  -0.604
N -1.0030 1.5774 0.0043  -0.527
C -0.1841 -3.0209 0.2689  -1.772
H 2.2752 -0.5808 -0.5980  0.181
H 3.0795 -0.6876 1.0369  0.749
H 2.6453 -2.1203 0.1430  0.316
H 1.0740 -1.2721 1.9835  0.043
H 0.1764 -1.1168 -0.7255  -0.771
H -2.2148 -1.5502 0.5849  0.403
H -1.2211 -0.5122 1.7236  0.329
H -2.2870 0.3017 -1.0599  0.332
H -2.7966 0.7567 0.4719  0.332
H -0.7907 2.0026 -0.8897  0.207
H -0.1539 1.5423 0.4919  0.259
H 0.0921 -3.6344 -0.5727  0.391
H -1.1922 -3.3799 0.4650  0.408
H 0.3458 -3.3989 1.1520  0.498
H -0.2914 -1.7923 -2.4780  0.299
H -0.5987 -0.3145 -3.1765  0.196
O -0.9192 -1.1734 -2.8887  -0.538
H 1.3485 1.9533 -3.0884  0.306
H 1.0021 0.9922 -1.9622  0.209
O 0.8899 1.1322 -2.9047  -0.609
H 2.4725 1.2334 1.9360  0.294
H 1.4329 1.9452 2.6685  0.392
O 2.3161 2.1024 2.3350  -0.688
H 2.4129 -2.0857 4.0201  0.463
H 1.7405 -1.3165 5.1889  0.373
O 1.6754 -1.4227 4.2042  -1.222
H 1.7688 1.9118 4.7704  0.344
H 1.1591 0.6631 4.1914  0.284
O 0.9328 1.5330 4.5051  -0.762
H 0.7514 3.4366 -0.4149  0.319
H 0.1598 4.2868 -1.6030  0.300
O 0.7742 3.5815 -1.3713  -0.633
H -3.3308 -2.6228 -1.3387  0.331
H -2.9835 -2.6828 -2.8091  0.320
O -3.4486 -3.1702 -2.1098  -0.659
H -1.2748 2.0253 -3.2623  0.343
H -1.5330 1.2684 -4.5965  0.328
O -1.7219 2.0965 -4.1168  -0.654

Forces on the atoms, in the same order (eV/Å):
-0.275 -0.317 0.270
-0.134 0.687 -0.383
0.708 0.212 1.490
1.246 0.088 -0.379
-0.447 0.958 0.897
-0.712 0.838 -1.553
-0.718 -0.732 1.003
0.268 0.246 0.106
0.047 0.158 -0.278
-0.103 -0.227 0.036
-0.254 -0.299 0.152
-0.202 0.149 -1.382
-0.442 -0.180 0.496
-0.588 -0.376 -0.124
0.564 -0.514 -0.382
-0.235 -0.242 0.248
-0.255 -0.255 0.062
1.107 -0.892 1.103
0.636 0.228 -0.638
-0.412 0.225 -0.033
0.276 0.168 -0.275
0.111 1.128 -0.509
1.069 -0.313 0.412
-1.261 -1.008 -0.131
0.003 0.288 0.106
0.036 0.067 0.326
-0.183 -0.489 -0.371
0.379 0.134 -0.045
-0.543 0.368 0.677
0.395 -0.275 -1.109
-0.662 0.673 0.141
-0.081 -0.133 -0.566
0.691 -0.421 0.262
0.416 0.075 0.074
0.307 -1.138 -0.037
-1.039 0.726 0.370
-0.116 0.383 -0.153
0.039 -0.078 0.412
0.237 -0.055 -0.214
0.097 0.284 0.416
-0.058 -0.107 0.298
0.076 -0.090 -0.710
0.142 -0.188 -0.309
-0.034 0.589 0.488
-0.096 -0.342 -0.264